{
  "formula": "C3H6FNO2",
  "method": "ωB97M-V/def2-TZVPD",
  "e_homo_ev": [-7.828, -7.686],
  "lumo_energy_ha": [0.0262, 0.0242],
  "homo_lumo_gap_ev": [8.54, 8.34],
  "de_lowest_kcal_mol": 108.1,
  "total_charge": 0,
  "largest_force_ev_per_a": 3.59,
  "symbols": ["C", "C", "C", "N", "O", "O", "F", "H", "H", "H", "H", "H", "H"],
  "positions_angstrom": [[0.971, 0.391, -1.979], [-1.070, -0.130, 3.252], [-0.860, 0.447, 0.839], [1.316, -0.600, -2.930], [1.776, 0.833, -1.205], [-0.701, 0.316, 2.085], [-1.513, -0.548, 0.183], [-0.548, 0.464, 4.096], [-0.042, 0.797, -2.103], [-1.978, -0.663, 3.404], [-0.094, 0.854, 0.258], [0.585, -1.108, -3.334], [2.158, -1.051, -2.567]],
  "atomic_forces_ev_per_a": [[0.5, -0.9, -2.0], [1.3, 1.3, 1.9], [-1.3, -1.0, -0.2], [1.0, 2.2, 2.7], [0.0, 0.1, 0.5], [0.8, 0.9, 0.5], [-0.4, -0.1, 0.1], [-1.1, -1.3, -1.5], [-0.2, -0.1, 0.1], [-0.4, -0.4, -0.2], [1.2, 0.7, -0.4], [-0.9, -1.0, -0.6], [-0.4, -0.3, -0.8]]
}

=====

{
  "formula": "C13H17CoN3O5S",
  "method": "ωB97M-V/def2-TZVPD",
  "e_homo_ev": [-8.609, -8.605],
  "lumo_energy_ha": [-0.0078, 0.0035],
  "homo_lumo_gap_ev": [8.40, 8.70],
  "de_lowest_kcal_mol": 6.2,
  "s_squared": 1.19,
  "multiplicity": 2,
  "total_charge": 0,
  "largest_force_ev_per_a": 0.77,
  "symbols": ["Co", "N", "C", "C", "O", "O", "H", "H", "H", "H", "O", "C", "C", "C", "C", "C", "C", "C", "O", "O", "H", "H", "H", "H", "H", "C", "N", "C", "C", "N", "C", "S", "H", "H", "H", "H", "H", "H", "H", "H"],
  "positions_angstrom": [[-0.024, 0.128, -0.550], [-1.488, -1.163, -1.269], [-2.821, -0.625, -0.909], [-2.718, 0.827, -0.473], [-3.705, 1.412, -0.078], [-1.517, 1.323, -0.561], [-1.363, -1.154, -2.273], [-1.381, -2.123, -0.967], [-3.244, -1.192, -0.085], [-3.516, -0.672, -1.745], [1.918, -4.645, 1.393], [1.969, -4.006, 0.224], [2.464, -4.700, -0.886], [2.558, -4.081, -2.115], [2.156, -2.755, -2.278], [1.659, -2.082, -1.181], [1.543, -2.671, 0.077], [1.009, -1.925, 1.265], [1.029, -2.466, 2.374], [0.545, -0.734, 1.083], [1.583, -3.973, 2.049], [2.779, -5.727, -0.746], [2.957, -4.630, -2.960], [2.247, -2.262, -3.238], [1.378, -1.046, -1.313], [-0.401, 4.470, -0.698], [-0.217, 3.740, 0.538], [-1.097, 3.975, 1.686], [-0.756, 2.813, 2.633], [0.314, 2.121, 1.910], [0.483, 2.623, 0.686], [1.500, 1.903, -0.512], [-1.469, 4.618, -0.863], [0.005, 3.888, -1.519], [0.096, 5.440, -0.662], [-2.135, 3.944, 1.356], [-0.892, 4.949, 2.129], [-1.607, 2.152, 2.785], [-0.402, 3.158, 3.601], [0.559, 1.150, 2.090]],
  "atomic_forces_ev_per_a": [[-0.7, 0.2, -0.1], [0.3, 0.1, 0.3], [0.1, -0.1, 0.0], [0.3, 0.1, 0.1], [0.1, 0.1, -0.1], [-0.1, 0.3, 0.0], [0.0, -0.1, -0.1], [0.0, -0.1, 0.0], [0.0, -0.1, 0.0], [-0.1, -0.1, 0.0], [0.0, 0.0, 0.0], [0.0, 0.0, -0.1], [0.0, 0.0, 0.0], [0.0, 0.0, 0.0], [0.0, -0.1, 0.0], [0.0, -0.3, 0.1], [0.0, 0.0, 0.0], [-0.1, 0.3, 0.0], [0.0, 0.0, 0.0], [0.1, -0.4, -0.1], [0.0, 0.0, 0.0], [0.0, 0.1, 0.0], [0.0, 0.0, 0.0], [0.0, 0.0, 0.0], [0.2, 0.3, -0.1], [0.0, 0.0, 0.1], [0.0, 0.1, -0.1], [0.1, 0.0, -0.1], [0.1, -0.1, -0.1], [-0.1, -0.3, 0.1], [0.1, 0.2, -0.1], [-0.3, -0.1, 0.3], [0.0, 0.0, 0.0], [0.0, 0.0, 0.0], [0.0, 0.0, 0.0], [0.0, 0.0, 0.0], [0.0, 0.0, 0.0], [0.0, 0.0, 0.0], [0.0, 0.0, 0.0], [0.0, 0.1, -0.1]]
}

=====

{
  "formula": "C6H10O",
  "method": "ωB97M-V/def2-TZVPD",
  "e_homo_ev": -8.249,
  "lumo_energy_ha": 0.0236,
  "homo_lumo_gap_ev": 8.89,
  "de_lowest_kcal_mol": 118.4,
  "total_charge": 0,
  "largest_force_ev_per_a": 0.53,
  "symbols": ["C", "C", "C", "C", "C", "C", "O", "H", "H", "H", "H", "H", "H", "H", "H", "H", "H"],
  "positions_angstrom": [[2.239, 0.014, 0.059], [0.684, -0.765, -1.273], [-0.202, -1.543, -0.348], [-0.589, -0.152, -0.773], [-0.751, 0.939, 0.255], [-2.169, 1.053, 0.768], [-3.097, 0.391, 0.374], [3.286, -0.230, -0.143], [1.900, -0.500, 0.955], [2.089, 1.092, 0.103], [1.838, -0.414, -1.092], [-0.700, -2.413, -0.774], [0.053, -1.668, 0.703], [-1.329, -0.071, -1.571], [-0.475, 1.925, -0.151], [-0.100, 0.788, 1.127], [-2.317, 1.820, 1.561]],
  "atomic_forces_ev_per_a": [[0.0, 0.1, 0.2], [-0.1, 0.0, 0.1], [-0.1, -0.1, 0.1], [-0.1, 0.1, 0.0], [0.1, -0.1, 0.0], [-0.2, -0.2, -0.1], [0.4, 0.3, 0.2], [-0.2, 0.0, -0.1], [0.0, 0.1, -0.2], [0.0, -0.2, 0.0], [0.1, 0.0, 0.0], [0.1, 0.2, 0.0], [0.0, 0.0, -0.2], [0.1, 0.0, 0.1], [-0.1, -0.1, 0.1], [-0.1, 0.0, -0.1], [0.0, -0.1, -0.1]]
}

=====

{
  "formula": "C4H8O2",
  "method": "ωB97M-V/def2-TZVPD",
  "e_homo_ev": -10.149,
  "lumo_energy_ha": 0.0284,
  "homo_lumo_gap_ev": 10.92,
  "de_lowest_kcal_mol": 68.1,
  "total_charge": 0,
  "largest_force_ev_per_a": 4.16,
  "symbols": ["C", "C", "C", "O", "C", "O", "H", "H", "H", "H", "H", "H", "H", "H"],
  "positions_angstrom": [[-2.136, 0.529, -0.301], [-0.813, -0.575, 0.130], [0.435, 0.198, 0.028], [0.384, 1.396, -0.162], [1.781, -0.472, 0.157], [2.786, 0.487, 0.089], [-2.317, 1.281, 0.469], [-2.424, -0.475, -0.241], [-1.985, 1.055, -1.248], [-0.747, -1.521, -0.477], [-0.952, -0.975, 1.158], [1.805, -1.025, 1.110], [1.876, -1.226, -0.642], [2.306, 1.323, -0.070]],
  "atomic_forces_ev_per_a": [[3.3, -1.3, 0.8], [-0.1, 1.3, -0.2], [0.4, 0.4, 0.1], [0.6, 0.0, 0.1], [-0.1, -0.2, 0.0], [0.2, 0.1, 0.0], [-0.1, -0.9, 0.2], [-4.1, -0.5, -0.7], [0.1, -0.9, 0.1], [-0.4, 1.1, 0.0], [-0.1, 0.6, -0.4], [0.0, 0.1, -0.1], [0.0, 0.1, 0.1], [0.2, -0.1, 0.0]]
}

=====

{
  "formula": "C4H13N2O2",
  "method": "ωB97M-V/def2-TZVPD",
  "e_homo_ev": [-18.384, -18.369],
  "lumo_energy_ha": [-0.2899, -0.4519],
  "homo_lumo_gap_ev": [10.50, 6.07],
  "de_lowest_kcal_mol": 9.0,
  "s_squared": 0.76,
  "multiplicity": 2,
  "total_charge": 2,
  "largest_force_ev_per_a": 2.18,
  "symbols": ["N", "C", "C", "N", "C", "C", "O", "H", "H", "H", "H", "H", "H", "H", "H", "H", "H", "H", "H", "H", "O"],
  "positions_angstrom": [[3.268, 0.402, -0.065], [2.056, -0.429, 0.097], [0.911, 0.555, 0.484], [-0.423, 0.141, 0.216], [-0.739, -1.237, -0.033], [-1.486, 1.055, 0.572], [1.160, 1.697, 0.750], [3.066, 1.343, 0.326], [3.499, 0.481, -1.061], [4.100, -0.031, 0.350], [2.100, -1.164, 0.912], [1.746, -0.949, -0.801], [-1.819, -1.394, 0.021], [-0.547, -1.466, -1.097], [-0.197, -1.895, 0.656], [-1.015, 1.993, 0.848], [-2.097, 1.291, -0.297], [-2.086, 0.651, 1.398], [-3.680, 0.131, -1.715], [-4.325, -0.720, -0.588], [-3.492, -0.454, -0.974]],
  "atomic_forces_ev_per_a": [[0.2, -0.5, -0.4], [-1.9, 0.1, 1.1], [1.1, 0.3, -1.7], [-1.0, -0.2, 1.5], [-0.6, -0.3, -0.5], [1.0, 1.1, 0.0], [-0.2, -0.3, 0.4], [0.4, -0.1, 0.0], [0.0, 0.3, 0.0], [-0.1, 0.2, 0.3], [0.6, 0.1, -0.2], [0.5, -0.1, -0.3], [0.1, 0.2, 0.3], [0.4, -0.1, 0.2], [0.1, 0.0, -0.3], [-0.1, 0.0, 0.3], [-0.4, -0.5, -0.1], [-0.1, -0.2, -0.4], [-0.4, -0.2, -0.1], [-0.5, 0.0, -0.1], [0.7, 0.1, 0.0]]
}